Entry 1:
The following is a quantum chemistry calculation of C19H22MoN6O3 as an isolated structure, from the OMol25 dataset.

## Properties
- energy relative to the best compared isomer or geometry (same formula, charge and spin) (kJ/mol) = 573.4
- ⟨S²⟩ = 2.14
- LUMO level (spin up / spin down) (eV) = -17.06 / -17.23
- HOMO energy (spin up / spin down) (hartree) = -0.7457 / -0.7434
- Kohn-Sham gap (spin up / spin down) (eV) = 3.23 / 3.00

```
! wB97M-V def2-TZVPD RIJCOSX def2/J DEFGRID3
* xyz 4 3
N 1.2193 -3.4955 2.5895
C 0.3183 -4.1011 3.0198
C -0.6877 -4.9420 3.6478
H -0.3984 -5.9975 3.5337
H -1.6584 -4.7624 3.1732
H -0.7398 -4.6837 4.7145
N -2.8753 3.6305 -2.6087
C -3.3261 3.9107 -1.5436
C -3.9845 4.4978 -0.3991
H -4.7727 3.8188 -0.0482
H -4.4318 5.4579 -0.7119
H -3.2652 4.6739 0.4116
N 1.9993 -0.7760 -2.7486
C 3.1518 -0.6404 -2.8178
C 4.5020 -0.4799 -3.2510
H 4.8706 0.4419 -2.7647
H 4.4658 -0.3734 -4.3578
H 5.0458 -1.3934 -2.9389
Mo -1.0331 -0.7578 -0.9810
C 0.6892 0.8398 -0.4327
O 0.3769 1.9259 -0.1328
C -0.9353 -0.6256 1.0499
O -1.0015 -0.6499 2.2094
C -2.6943 -1.9583 -1.0983
C -1.5368 -2.6690 -1.5588
C -0.6429 -2.0991 -2.5169
C -0.9323 -0.8275 -3.0811
C -2.0981 -0.1241 -2.6591
C -2.9821 -0.6709 -1.6703
H -3.1147 -2.2637 -0.1276
H -1.2295 -3.6367 -1.1475
H 0.1721 -2.6973 -2.9332
H -0.2815 -0.4560 -3.8861
H -2.1863 0.8973 -3.0585
H -3.6613 0.0356 -1.1665
C 5.2062 0.7698 0.3856
N 4.2007 0.3035 1.3272
C 4.5906 -0.3317 2.4758
C 3.6063 -0.7048 3.3375
C 2.2553 -0.3614 3.0087
N 1.8944 0.2159 1.8602
C 2.8610 0.4580 0.9742
O 2.6193 0.8356 -0.2306
N 1.2842 -0.5729 3.9299
H 5.1567 0.1991 -0.5472
H 6.1884 0.6340 0.8477
H 5.0277 1.8267 0.1526
H 5.6691 -0.4719 2.6288
H 3.8030 -1.2219 4.2691
H 1.5042 -1.1805 4.7114
H 0.3096 -0.5858 3.6221
*
```

Computed natural (NBO) charges, given in elementary charges: N -0.47; C 0.36; C -0.75; H 0.31; H 0.26; H 0.29; N -0.38; C 0.32; C -0.75; H 0.26; H 0.31; H 0.26; N -0.52; C 0.45; C -0.75; H 0.27; H 0.32; H 0.29; Mo 1.08; C 0.58; O -0.36; C 0.66; O -0.28; C -0.19; C -0.21; C -0.20; C -0.16; C -0.19; C -0.23; H 0.32; H 0.34; H 0.36; H 0.37; H 0.37; H 0.34; C -0.43; N -0.21; C 0.14; C -0.05; C 0.45; N -0.58; C 0.77; O -0.51; N -0.56; H 0.26; H 0.26; H 0.29; H 0.30; H 0.29; H 0.45; H 0.43

***

Entry 2:
The following is a quantum chemistry calculation of one molecule with the formula C19H22N2O2, from the OMol25 dataset.

## Properties
- energy relative to the best compared isomer or geometry (same formula, charge and spin) (kJ/mol) = 152.8
- LUMO level (eV) = 0.69
- HOMO energy (hartree) = -0.3021
- Kohn-Sham gap (eV) = 8.91
- SMILES = O=C(CN1CCCCC1)Nc1cccc(Oc2ccccc2)c1

```
! wB97M-V def2-TZVPD RIJCOSX def2/J DEFGRID3
* xyz 0 1
O -0.7120 -0.0353 -1.8925
C -1.4760 0.7970 -1.4534
N -1.0863 1.9491 -0.8327
C 0.1934 2.3307 -0.4148
C 0.3467 3.5880 0.1665
C 1.5889 3.9888 0.6205
C 2.6784 3.1433 0.5329
C 2.5218 1.8800 -0.0308
C 1.2862 1.4816 -0.5259
H 1.1740 0.5207 -1.0001
O 3.6381 1.0996 -0.1254
C 3.5316 -0.2699 -0.1444
C 2.6005 -0.9687 0.6168
C 2.5938 -2.3510 0.5899
C 3.5149 -3.0441 -0.1766
C 4.4561 -2.3466 -0.9148
C 4.4670 -0.9648 -0.9033
H 5.1918 -0.4057 -1.4744
H 5.1831 -2.8804 -1.5087
H 3.5018 -4.1233 -0.1945
H 1.8639 -2.8891 1.1766
H 1.8923 -0.4314 1.2305
H 3.6502 3.4405 0.8926
H 1.7063 4.9679 1.0596
H -0.5052 4.2467 0.2573
H -1.8150 2.6034 -0.5829
C -2.9979 0.6268 -1.5053
N -3.5650 -0.1876 -0.4506
C -3.4321 -1.6262 -0.5766
C -2.1281 -2.1968 -0.0089
C -1.9724 -1.7687 1.4476
C -2.0337 -0.2465 1.5395
C -3.3409 0.2543 0.9105
H -3.3888 1.3461 0.9398
H -4.1776 -0.1318 1.5060
H -1.9897 0.0775 2.5816
H -1.1735 0.1774 1.0196
H -1.0250 -2.1321 1.8510
H -2.7813 -2.2007 2.0435
H -2.1507 -3.2852 -0.0849
H -1.2834 -1.8343 -0.5949
H -3.5325 -1.8924 -1.6301
H -4.2776 -2.0650 -0.0317
H -3.2477 0.1511 -2.4566
H -3.4885 1.6069 -1.4678
*
```

Computed natural (NBO) charges, given in elementary charges: O -0.61; C 0.67; N -0.61; C 0.16; C -0.27; C -0.18; C -0.28; C 0.31; C -0.30; H 0.27; O -0.48; C 0.28; C -0.28; C -0.18; C -0.24; C -0.21; C -0.21; H 0.22; H 0.21; H 0.21; H 0.21; H 0.23; H 0.23; H 0.22; H 0.20; H 0.40; C -0.29; N -0.44; C -0.21; C -0.43; C -0.40; C -0.42; C -0.22; H 0.19; H 0.19; H 0.21; H 0.20; H 0.21; H 0.19; H 0.21; H 0.23; H 0.20; H 0.18; H 0.23; H 0.19

***

Entry 3:
The following is a quantum chemistry calculation of one molecule with the formula C19H22N2O5S, from the OMol25 dataset.

## Properties
- energy relative to the best compared isomer or geometry (same formula, charge and spin) (kJ/mol) = 177.3
- LUMO level (eV) = 0.57
- HOMO energy (hartree) = -0.3188
- Kohn-Sham gap (eV) = 9.25
- SMILES = CCCN(c1ccc(OCC)cc1)S(=O)(=O)c1ccc2c(c1)NC(=O)CO2

```
! wB97M-V def2-TZVPD RIJCOSX def2/J DEFGRID3
* xyz 0 1
C 5.1734 -2.9107 -1.6161
C 3.8590 -2.1452 -1.5383
C 3.0306 -2.5862 -0.3303
N 1.7291 -1.9583 -0.2678
C 1.5921 -0.5791 0.0167
C 1.4984 0.3755 -0.9855
C 1.1408 1.6814 -0.6896
C 0.8607 2.0474 0.6228
C 1.0326 1.1030 1.6394
C 1.3932 -0.1909 1.3401
H 1.4924 -0.9250 2.1241
H 0.8508 1.4067 2.6585
O 0.3923 3.2588 1.0181
C 0.2014 4.2795 0.0520
C -0.4554 5.4601 0.7480
H 0.1255 5.7475 1.6199
H -1.4607 5.1920 1.0616
H -0.5144 6.3010 0.0636
H 1.1717 4.5697 -0.3732
H -0.4479 3.9206 -0.7566
H 1.0630 2.3969 -1.4930
H 1.6614 0.0805 -2.0104
S 0.5139 -2.5811 -1.2417
O 0.5432 -2.0575 -2.5805
O 0.5461 -4.0031 -1.0850
C -0.8366 -1.8234 -0.3460
C -1.1440 -2.2650 0.9257
C -1.8984 -1.4615 1.7641
C -2.3000 -0.2016 1.3379
C -2.0402 0.2057 0.0214
C -1.3107 -0.6150 -0.8206
H -1.0793 -0.3212 -1.8318
N -2.5093 1.4510 -0.3928
C -2.9318 2.4083 0.4711
O -3.3100 3.4977 0.1103
C -2.8176 2.0054 1.9350
H -1.8320 2.3560 2.2830
O -2.9601 0.6208 2.1955
H -3.5938 2.5108 2.5127
H -2.4737 1.6754 -1.3788
H -2.1492 -1.7718 2.7653
H -0.7667 -3.2201 1.2519
H 2.8342 -3.6594 -0.3832
H 3.5624 -2.3656 0.6011
H 4.0585 -1.0733 -1.4629
H 3.2694 -2.3192 -2.4406
H 5.7663 -2.7437 -0.7191
H 5.7525 -2.5854 -2.4766
H 4.9855 -3.9774 -1.7106
*
```

Computed natural (NBO) charges, given in elementary charges: C -0.60; C -0.42; C -0.21; N -0.71; C 0.07; C -0.14; C -0.36; C 0.39; C -0.28; C -0.19; H 0.23; H 0.23; O -0.53; C -0.07; C -0.62; H 0.21; H 0.23; H 0.22; H 0.17; H 0.17; H 0.22; H 0.23; S 2.33; O -0.95; O -0.93; C -0.34; C -0.17; C -0.25; C 0.28; C 0.15; C -0.21; H 0.25; N -0.62; C 0.66; O -0.59; C -0.17; H 0.21; O -0.48; H 0.23; H 0.42; H 0.23; H 0.24; H 0.23; H 0.20; H 0.20; H 0.21; H 0.20; H 0.21; H 0.21

***

Entry 4:
The following is a quantum chemistry calculation of C19H22N2O5V as an isolated structure, from the OMol25 dataset.

## Properties
- ⟨S²⟩ = 2.01
- LUMO level (spin up / spin down) (eV) = -4.11 / -3.71
- HOMO energy (spin up / spin down) (hartree) = -0.4199 / -0.4239
- Kohn-Sham gap (spin up / spin down) (eV) = 7.31 / 7.83

```
! wB97M-V def2-TZVPD RIJCOSX def2/J DEFGRID3
* xyz 1 3
V 0.4529 -0.3235 0.2876
O -1.2943 1.7039 -2.9259
C -0.5780 1.3457 -1.9026
O -0.7452 0.2914 -1.2938
C 0.5039 2.3055 -1.5007
O 1.0547 1.7792 -0.3146
C 2.4680 2.0160 -0.0910
C 3.1207 0.6524 0.1267
O 4.2452 0.4120 -0.1809
O 2.2522 -0.1880 0.6940
H -1.9639 1.0269 -3.1311
H 0.0820 3.3028 -1.3522
H 1.2372 2.3555 -2.3114
H 2.5703 2.6311 0.8026
H 2.9100 2.5241 -0.9450
C 0.6085 -1.0015 5.1979
C 1.1600 -0.0266 4.1565
C 0.1942 1.0883 3.8416
C 0.1826 2.2332 4.6337
C -0.6988 3.2706 4.3831
C -1.5910 3.1820 3.3262
C -1.6178 2.0579 2.5096
C -2.6317 1.9544 1.3990
C -3.9186 1.2589 1.8452
C -0.7260 1.0198 2.7921
N -0.6978 -0.1223 1.9227
C -1.2965 -1.2400 2.2279
C -1.0941 -2.3514 1.3786
C -1.6007 -3.6403 1.3280
C -1.0073 -4.2557 0.2146
C -0.1697 -3.3183 -0.3660
N -0.2051 -2.1526 0.3254
H 1.3456 -1.7661 5.4414
H -0.2904 -1.5087 4.8420
H 0.3440 -0.4782 6.1172
H 1.4384 -0.5686 3.2509
H 2.0815 0.4167 4.5378
H 0.8854 2.3074 5.4551
H -0.6879 4.1527 5.0093
H -2.2816 3.9933 3.1289
H -2.2083 1.4094 0.5509
H -2.8693 2.9607 1.0477
H -3.7278 0.2315 2.1598
H -4.6506 1.2310 1.0380
H -4.3642 1.7837 2.6903
H -1.9171 -1.3090 3.1177
H -2.3083 -4.0753 2.0157
H -1.1598 -5.2652 -0.1274
H 0.4637 -3.4353 -1.2321
*
```

Computed natural (NBO) charges, given in elementary charges: V 1.62; O -0.60; C 0.84; O -0.63; C -0.18; O -0.55; C -0.18; C 0.76; O -0.51; O -0.75; H 0.53; H 0.25; H 0.24; H 0.24; H 0.22; C -0.59; C -0.43; C -0.03; C -0.20; C -0.19; C -0.20; C -0.04; C -0.42; C -0.59; C 0.15; N -0.61; C 0.19; C 0.02; C -0.18; C -0.30; C 0.03; N -0.62; H 0.23; H 0.19; H 0.22; H 0.21; H 0.22; H 0.22; H 0.23; H 0.22; H 0.19; H 0.22; H 0.20; H 0.22; H 0.22; H 0.22; H 0.24; H 0.24; H 0.22

***

Copy entry 1 word for word.
The following is a quantum chemistry calculation of C19H22MoN6O3 as an isolated structure, from the OMol25 dataset.

## Properties
- energy relative to the best compared isomer or geometry (same formula, charge and spin) (kJ/mol) = 573.4
- ⟨S²⟩ = 2.14
- LUMO level (spin up / spin down) (eV) = -17.06 / -17.23
- HOMO energy (spin up / spin down) (hartree) = -0.7457 / -0.7434
- Kohn-Sham gap (spin up / spin down) (eV) = 3.23 / 3.00

```
! wB97M-V def2-TZVPD RIJCOSX def2/J DEFGRID3
* xyz 4 3
N 1.2193 -3.4955 2.5895
C 0.3183 -4.1011 3.0198
C -0.6877 -4.9420 3.6478
H -0.3984 -5.9975 3.5337
H -1.6584 -4.7624 3.1732
H -0.7398 -4.6837 4.7145
N -2.8753 3.6305 -2.6087
C -3.3261 3.9107 -1.5436
C -3.9845 4.4978 -0.3991
H -4.7727 3.8188 -0.0482
H -4.4318 5.4579 -0.7119
H -3.2652 4.6739 0.4116
N 1.9993 -0.7760 -2.7486
C 3.1518 -0.6404 -2.8178
C 4.5020 -0.4799 -3.2510
H 4.8706 0.4419 -2.7647
H 4.4658 -0.3734 -4.3578
H 5.0458 -1.3934 -2.9389
Mo -1.0331 -0.7578 -0.9810
C 0.6892 0.8398 -0.4327
O 0.3769 1.9259 -0.1328
C -0.9353 -0.6256 1.0499
O -1.0015 -0.6499 2.2094
C -2.6943 -1.9583 -1.0983
C -1.5368 -2.6690 -1.5588
C -0.6429 -2.0991 -2.5169
C -0.9323 -0.8275 -3.0811
C -2.0981 -0.1241 -2.6591
C -2.9821 -0.6709 -1.6703
H -3.1147 -2.2637 -0.1276
H -1.2295 -3.6367 -1.1475
H 0.1721 -2.6973 -2.9332
H -0.2815 -0.4560 -3.8861
H -2.1863 0.8973 -3.0585
H -3.6613 0.0356 -1.1665
C 5.2062 0.7698 0.3856
N 4.2007 0.3035 1.3272
C 4.5906 -0.3317 2.4758
C 3.6063 -0.7048 3.3375
C 2.2553 -0.3614 3.0087
N 1.8944 0.2159 1.8602
C 2.8610 0.4580 0.9742
O 2.6193 0.8356 -0.2306
N 1.2842 -0.5729 3.9299
H 5.1567 0.1991 -0.5472
H 6.1884 0.6340 0.8477
H 5.0277 1.8267 0.1526
H 5.6691 -0.4719 2.6288
H 3.8030 -1.2219 4.2691
H 1.5042 -1.1805 4.7114
H 0.3096 -0.5858 3.6221
*
```

Computed natural (NBO) charges, given in elementary charges: N -0.47; C 0.36; C -0.75; H 0.31; H 0.26; H 0.29; N -0.38; C 0.32; C -0.75; H 0.26; H 0.31; H 0.26; N -0.52; C 0.45; C -0.75; H 0.27; H 0.32; H 0.29; Mo 1.08; C 0.58; O -0.36; C 0.66; O -0.28; C -0.19; C -0.21; C -0.20; C -0.16; C -0.19; C -0.23; H 0.32; H 0.34; H 0.36; H 0.37; H 0.37; H 0.34; C -0.43; N -0.21; C 0.14; C -0.05; C 0.45; N -0.58; C 0.77; O -0.51; N -0.56; H 0.26; H 0.26; H 0.29; H 0.30; H 0.29; H 0.45; H 0.43